# 1
The following is a quantum chemistry calculation of a molecular structure, C30H23CaClIN4O4 at a distorted geometry, from OMol25.

Positions of all 64 atoms, in Å:
Ca  0.276  -0.447  0.112
C  0.644  -2.183  4.052
O  -0.747  -2.437  4.226
C  -1.707  -1.709  3.554
C  -2.997  -1.994  3.954
C  -4.099  -1.331  3.416
C  -3.889  -0.392  2.433
C  -2.600  -0.126  1.949
C  -2.507  0.752  0.795
N  -1.496  0.796  0.012
N  -1.592  1.585  -1.122
C  -0.653  1.278  -1.997
O  0.230  0.369  -1.906
C  -0.698  2.132  -3.232
C  0.459  2.740  -3.704
C  0.427  3.533  -4.842
C  -0.764  3.708  -5.533
C  -1.921  3.093  -5.076
C  -1.889  2.315  -3.928
C  -1.445  -0.765  2.509
O  -0.254  -0.506  2.088
H  1.143  -2.828  4.777
H  0.900  -1.144  4.255
H  0.986  -2.433  3.048
H  -3.130  -2.752  4.717
H  -5.097  -1.554  3.771
H  -4.727  0.134  1.987
H  -3.394  1.343  0.546
H  1.389  2.580  -3.169
H  1.334  4.011  -5.191
H  -0.786  4.320  -6.427
H  -2.852  3.223  -5.615
H  -2.789  1.846  -3.552
Cl  7.065  0.732  1.852
C  5.519  0.025  1.454
C  5.332  -1.323  1.635
C  4.115  -1.904  1.300
I  3.817  -3.969  1.557
C  3.020  -1.199  0.761
O  1.948  -1.760  0.376
C  3.221  0.241  0.671
N  2.152  0.975  0.293
C  2.270  2.271  0.144
C  3.487  2.943  0.344
C  4.580  2.232  0.756
C  4.477  0.840  0.970
H  6.138  -1.931  2.023
H  1.374  2.809  -0.151
H  3.549  4.010  0.178
H  5.533  2.718  0.917
C  -3.355  -5.990  0.863
C  -2.555  -4.765  0.525
C  -3.119  -3.674  -0.123
C  -2.335  -2.565  -0.397
N  -1.045  -2.487  -0.083
C  -0.495  -3.535  0.536
C  -1.207  -4.678  0.857
H  -4.398  -5.871  0.575
H  -3.309  -6.188  1.935
H  -2.948  -6.863  0.349
H  -4.167  -3.676  -0.397
H  -2.768  -1.694  -0.876
H  0.556  -3.448  0.784
H  -0.714  -5.489  1.379

HOMO-LUMO gap, eV: 6.59
HOMO, eV: -4.29
Molecular weight, g/mol: 705.97
F_max, hartree/bohr: 0.0431
Net charge: -1
LUMO level, hartree: 0.0845
Energy, Ha: -3112.7135

These are the Löwdin partial charges, in e, on atoms 1 to 2: atom 1 (Ca): 1.371, atom 2 (C): -0.079

---

# 2
The following is a quantum chemistry calculation of a molecular structure, C30H23ClF4N4O4S2Ti, from OMol25.

Positions of all 69 atoms, in Å:
Ti  -0.140  0.102  0.093
C  -0.638  -2.478  2.209
N  -0.154  -2.081  0.864
C  -0.873  -2.928  -0.129
C  1.303  -2.365  0.818
C  1.893  -1.885  -0.504
N  1.035  -0.819  -1.037
C  1.021  -0.663  -2.444
C  -0.209  -0.509  -3.069
F  -1.303  -0.469  -2.273
C  -0.320  -0.397  -4.440
F  -1.523  -0.264  -4.981
C  0.818  -0.420  -5.226
C  2.049  -0.557  -4.613
F  3.160  -0.565  -5.335
C  2.163  -0.679  -3.235
F  3.367  -0.781  -2.667
H  -0.402  -3.532  2.375
H  -1.716  -2.354  2.267
H  -0.153  -1.881  2.977
H  -0.777  -3.979  0.153
H  -0.467  -2.782  -1.125
H  -1.930  -2.663  -0.133
H  1.473  -3.439  0.939
H  1.763  -1.862  1.670
H  1.945  -2.688  -1.240
H  2.910  -1.516  -0.354
H  0.749  -0.323  -6.301
S  5.216  1.695  -1.218
C  6.772  2.393  -1.262
C  7.092  3.003  -0.088
C  6.057  2.899  0.873
C  4.970  2.205  0.408
C  3.735  1.901  1.130
C  2.685  1.226  0.482
N  1.542  0.909  1.085
C  1.371  1.260  2.384
C  2.339  1.948  3.112
C  2.050  2.289  4.482
C  0.855  1.992  5.036
C  -0.179  1.347  4.269
C  -1.478  1.107  4.739
C  -2.445  0.570  3.902
C  -2.050  0.255  2.586
N  -0.819  0.425  2.134
C  0.102  0.980  2.955
C  -3.826  0.347  4.325
C  -4.849  -0.214  3.600
C  -6.065  -0.267  4.321
C  -5.943  0.260  5.573
S  -4.367  0.820  5.885
C  3.539  2.254  2.457
H  7.366  2.316  -2.159
H  8.029  3.509  0.086
H  6.130  3.322  1.864
H  2.765  0.941  -0.559
H  2.811  2.797  5.059
H  0.647  2.258  6.064
H  -1.719  1.374  5.761
H  -2.775  -0.138  1.885
H  -4.756  -0.582  2.588
H  -6.985  -0.672  3.930
H  -6.703  0.351  6.332
H  4.314  2.778  3.001
O  -1.936  1.140  -0.215
Cl  -1.245  2.435  -0.628
O  -1.940  3.083  -1.644
O  -0.964  3.202  0.516
O  0.044  1.789  -1.132

HOMO-LUMO gap, eV: 5.52
HOMO, eV: -13.18
Molecular weight, g/mol: 726.98
F_max, hartree/bohr: 0.0155
Net charge: +2
Relative energy (zero: lowest compared OMol25 entry of this formula, charge and spin), kJ/mol: 36.5
LUMO level, hartree: -0.2814
Energy, Ha: -4181.7930

These are the Löwdin partial charges, in e, on atoms 1 to 2: atom 1 (Ti): 1.229, atom 2 (C): -0.050

---

# 3
The following is a quantum chemistry calculation of a molecular structure, C30H23F6GaN7O4S3Se at a distorted geometry, from OMol25.

Positions of all 75 atoms, in Å:
Ga  -0.102  0.559  -0.183
F  -0.961  -2.382  4.002
C  0.267  -1.945  3.727
F  0.910  -2.912  3.094
F  0.895  -1.679  4.865
S  0.125  -0.330  2.774
O  -0.281  -0.733  1.429
O  -0.816  0.414  3.523
N  1.564  0.288  2.742
S  2.348  -0.190  1.458
O  2.382  -1.585  1.243
O  2.009  0.651  0.316
C  4.080  0.352  1.946
F  4.316  0.003  3.200
F  5.009  -0.180  1.168
F  4.173  1.680  1.860
S  1.336  -1.857  -3.743
C  1.201  -3.068  -2.503
C  1.466  -4.424  -2.605
C  1.240  -5.214  -1.497
C  0.748  -4.660  -0.315
C  0.481  -3.312  -0.213
C  0.712  -2.488  -1.316
N  0.457  -1.144  -1.427
C  0.722  -0.687  -2.631
C  0.409  0.667  -3.026
C  0.454  1.107  -4.350
C  0.048  2.393  -4.654
C  -0.437  3.222  -3.654
C  -0.510  2.768  -2.346
C  -0.057  1.504  -2.006
H  1.829  -4.843  -3.530
H  1.441  -6.272  -1.551
H  0.562  -5.303  0.532
H  0.099  -2.892  0.700
H  0.770  0.439  -5.137
H  0.064  2.741  -5.674
H  -0.786  4.214  -3.896
H  -0.943  3.396  -1.576
N  -10.014  -2.714  2.846
C  -9.024  -2.414  2.355
C  -7.803  -2.035  1.745
C  -6.666  -1.820  2.524
C  -5.478  -1.434  1.934
C  -5.408  -1.242  0.555
C  -6.544  -1.471  -0.224
C  -7.728  -1.870  0.363
N  -4.207  -0.811  -0.056
C  -3.950  -0.807  -1.405
C  -2.709  -0.284  -1.570
N  -2.198  0.033  -0.346
C  -3.116  -0.294  0.542
H  -6.717  -1.957  3.593
H  -4.611  -1.290  2.559
H  -6.527  -1.331  -1.292
H  -8.600  -2.050  -0.248
H  -4.634  -1.181  -2.138
H  -2.158  -0.083  -2.469
H  -3.000  -0.137  1.598
C  2.105  3.823  -0.587
N  2.198  3.835  0.846
C  3.232  4.352  1.572
C  2.929  4.181  2.886
N  1.714  3.564  2.946
C  1.020  3.190  4.146
C  1.274  3.345  1.694
Se  -0.433  2.657  1.280
H  2.956  4.360  -1.004
H  1.177  4.312  -0.894
H  2.098  2.794  -0.950
H  4.098  4.785  1.111
H  3.482  4.451  3.764
H  1.545  3.606  5.004
H  0.973  2.103  4.223
H  -0.001  3.569  4.112

HOMO-LUMO gap, eV: 8.25
HOMO, eV: -11.03
Molecular weight, g/mol: 904.43
F_max, hartree/bohr: 0.0396
Net charge: +1
Relative energy (zero: lowest compared OMol25 entry of this formula, charge and spin), kJ/mol: 58.8
LUMO level, hartree: -0.1019
Energy, Ha: -7961.1304

These are the Löwdin partial charges, in e, on atoms 1 to 2: atom 1 (Ga): 0.291, atom 2 (F): 0.154

---

# 4
The following is a quantum chemistry calculation of a molecular structure, C30H23IrN4O3S4Te at a distorted geometry, from OMol25.

Positions of all 66 atoms, in Å:
Ir  0.162  -0.781  0.516
O  -3.406  0.146  -0.451
C  -2.475  0.178  0.323
N  -1.844  -0.874  0.938
C  -2.062  -1.098  2.300
C  -3.324  -1.018  2.880
C  -3.492  -1.275  4.237
C  -2.405  -1.618  5.025
C  -1.129  -1.678  4.468
C  -0.949  -1.404  3.120
N  0.287  -1.330  2.452
C  1.500  -1.526  2.969
O  1.828  -1.800  4.124
C  2.589  -1.372  1.910
C  3.896  -1.703  2.204
C  4.847  -1.637  1.197
C  4.457  -1.248  -0.074
C  3.132  -0.912  -0.297
N  2.230  -0.954  0.681
C  -1.765  1.498  0.645
C  -2.377  2.732  0.516
C  -1.639  3.871  0.793
C  -0.318  3.729  1.189
C  0.213  2.454  1.300
N  -0.495  1.360  1.037
H  -4.176  -0.786  2.251
H  -4.481  -1.210  4.674
H  -2.541  -1.830  6.078
H  -0.264  -1.910  5.072
H  4.120  -2.019  3.213
H  5.879  -1.894  1.399
H  5.160  -1.207  -0.895
H  2.761  -0.591  -1.263
H  -3.408  2.779  0.194
H  -2.083  4.852  0.680
H  0.299  4.588  1.414
H  1.239  2.296  1.610
O  0.820  -3.757  -5.600
C  0.682  -3.212  -4.535
S  0.516  -1.459  -4.332
C  0.361  -1.468  -2.588
C  0.410  -2.661  -1.976
S  0.240  -2.904  -0.243
S  0.630  -4.075  -2.988
S  0.179  0.048  -1.734
C  -6.108  7.187  -3.414
C  -5.331  5.906  -3.265
C  -3.944  5.898  -3.289
C  -3.211  4.721  -3.165
C  -1.707  4.806  -3.197
C  -3.890  3.496  -3.029
Te  -2.759  1.703  -2.911
C  -5.294  3.495  -2.966
C  -6.104  2.239  -2.762
C  -5.985  4.695  -3.090
H  -5.442  8.037  -3.556
H  -6.722  7.382  -2.532
H  -6.780  7.138  -4.273
H  -3.411  6.837  -3.407
H  -1.382  5.843  -3.107
H  -1.304  4.403  -4.128
H  -1.265  4.221  -2.388
H  -5.489  1.389  -2.476
H  -6.635  1.972  -3.679
H  -6.852  2.395  -1.983
H  -7.071  4.679  -3.044

HOMO-LUMO gap (alpha / beta), eV: 6.15 / 4.89
HOMO (alpha / beta), eV: -3.96 / -3.95
Multiplicity: 2
Molecular weight, g/mol: 935.62
F_max, hartree/bohr: 0.0253
Net charge: -1
Relative energy (zero: lowest compared OMol25 entry of this formula, charge and spin), kJ/mol: 129.2
LUMO level (alpha / beta), hartree: 0.0805 / 0.0346
Energy, Ha: -3567.0576

These are the Löwdin partial charges, in e, on atoms 1 to 2: atom 1 (Ir): 0.942, atom 2 (O): -0.010